[1]
17
Properties=species:S:1:pos:R:3:forces:R:3 method="wB97M-V/def2-TZVPD" spin_multiplicity=4 total_energy_ev=-38795.274 homo_ha="-0.4999 / -0.5000" gap_ha="0.2093 / 0.2243" total_charge=+1 s2=3.755
V 0.99802 2.31018 -0.84453 -1.0 -2.9 1.5
F -0.11527 0.57178 -0.74787 1.5 3.4 -0.6
O 1.64537 -1.17861 -0.73030 -0.7 1.2 2.5
O -1.18525 -1.76942 -1.27250 -0.4 -0.9 -0.1
O 1.86502 1.33641 0.96395 -0.5 2.9 -1.6
O -2.58078 0.97385 -0.28054 -1.1 -0.1 0.8
O -0.74069 -0.08958 1.86686 1.0 -0.6 1.6
H 1.53489 0.52642 1.29623 -0.9 -1.6 0.4
H -2.57505 0.18974 0.28450 -0.9 0.1 0.2
H 2.80270 1.25719 0.96645 1.5 -0.2 0.2
H 0.87638 -0.55635 -0.77328 1.2 -1.4 -0.2
H 1.99054 -1.25166 -1.58151 0.8 -0.5 -2.2
H 0.09658 -0.53079 2.10871 -0.9 -0.3 0.5
H -0.54436 0.16695 0.99166 -0.2 0.5 -1.7
H -1.68396 0.92401 -0.54116 0.8 0.3 -0.9
H -1.56739 -1.99364 -0.40396 0.4 0.5 -0.6
H -0.81676 -0.88650 -1.30273 -0.7 -0.4 0.4



[2]
14
Properties=species:S:1:pos:R:3:forces:R:3 method="wB97M-V/def2-TZVPD" total_energy_ev=-6790.427 homo_ha="-0.4591 / -0.5329" gap_ha="0.2458 / 0.3177" total_charge=+1
N 1.78831 1.31074 -0.78896 -1.9 -0.8 1.0
C -0.88943 -0.91991 0.96036 -0.2 1.1 0.7
C 0.85598 0.81785 -0.26896 0.0 -0.4 0.0
C -0.53646 -1.95468 0.08362 -2.8 0.3 0.4
C -1.95678 -0.01388 1.18734 -2.0 -2.2 -0.5
C 2.69156 2.03561 -1.34563 4.3 0.3 -2.2
H 0.44010 -1.81127 -0.22618 2.3 -0.9 -0.1
H 3.57780 1.48783 -1.95336 -2.4 1.5 1.5
H 2.75415 3.10589 -1.09784 -0.1 -0.7 -0.3
H -3.02326 -0.48295 0.88552 2.3 1.2 0.1
H -1.17250 -1.85424 -0.79505 -0.3 -0.3 -0.4
H -0.94489 -2.81757 0.68048 1.0 -0.1 -0.5
H -2.06632 0.36947 2.18213 0.3 0.4 0.5
H -1.51826 0.72711 0.49653 -0.6 0.5 -0.2



[3]
11
Properties=species:S:1:pos:R:3:forces:R:3 method="wB97M-V/def2-TZVPD" total_energy_ev=-6289.933 homo_ha=-0.3454 gap_ha=0.3832 smiles=C#COCC total_charge=0
O 0.44748 0.70627 0.36479 -0.7 1.4 0.9
C -1.31672 2.13461 1.49777 0.4 -0.3 -0.3
C -0.07731 -0.50685 -0.13948 -0.5 -1.0 -1.1
C 0.99861 -1.15021 -0.99374 0.5 0.5 0.3
C -0.47695 1.45769 0.94687 -0.2 0.2 0.4
H 1.86972 -1.47031 -0.38846 -0.5 0.2 -0.2
H -2.06421 2.74301 1.99913 0.7 -0.5 -0.5
H 0.60029 -2.02477 -1.48829 -0.1 -0.2 -0.2
H -0.34266 -1.18924 0.66676 -0.2 0.2 0.3
H 1.35666 -0.41848 -1.72965 -0.1 -0.3 0.0
H -0.99491 -0.28173 -0.73572 0.6 -0.2 0.4



[4]
18
Properties=species:S:1:pos:R:3:forces:R:3 method="wB97M-V/def2-TZVPD" total_energy_ev=-23892.508 homo_ha=-0.5461 gap_ha=0.3411 smiles="CCC1=N[C@H]2O[C@H]2C(Cl)=[NH+]1" total_charge=+1
Cl 2.99342 1.86911 0.47095 -0.9 -1.1 -0.3
O 1.80966 -1.66690 -0.88849 -0.6 -0.6 -1.7
N -0.01750 -1.37948 0.59767 1.0 1.0 -0.7
N 0.61003 0.83637 -0.08295 2.8 -5.7 0.6
C 1.92553 0.57450 0.05635 -0.4 0.7 -0.6
C -2.45504 0.81629 -0.86629 4.2 -0.7 0.1
C 1.28395 -1.80562 0.36659 -0.6 -1.7 1.4
C 2.41027 -0.77132 -0.07749 2.2 1.5 2.7
C -0.34126 -0.18247 0.24395 0.5 -0.3 0.6
C -1.71003 0.27730 0.42566 -2.2 3.5 0.8
H 1.63809 -2.72573 0.93951 -0.5 1.5 -0.7
H 3.43652 -0.97466 0.35462 -1.1 0.2 -1.0
H 0.29872 1.71488 -0.14283 -1.4 4.3 -0.1
H -3.37090 1.20754 -0.68950 -2.8 1.3 1.1
H -1.83700 1.12349 1.27117 0.9 -1.6 -1.8
H -1.83025 1.63091 -1.34223 -0.7 -1.0 0.2
H -2.62196 -0.02074 -1.51482 0.3 -0.3 -0.7
H -2.22226 -0.52348 0.87812 -0.8 -1.1 0.2



[5]
20
Properties=species:S:1:pos:R:3:forces:R:3 method="wB97M-V/def2-TZVPD" spin_multiplicity=2 total_energy_ev=-18720.662 homo_ha="-0.4835 / -0.4708" gap_ha="0.3579 / 0.1509" total_charge=+1 s2=0.755
S 2.77876 2.23010 -0.30471 -0.2 -0.4 -0.1
O -3.16127 -1.47804 -0.68968 1.7 2.2 0.1
N -0.47128 -0.45207 0.53495 2.4 -1.8 3.9
C -0.92489 -1.64639 1.34097 -0.1 -0.9 -1.6
C 0.92184 -0.42047 -0.05637 -1.7 -1.1 -0.6
C 0.66815 0.57557 -1.14061 0.8 3.5 -1.7
C 0.96365 1.98903 -0.54046 -0.5 2.2 -2.0
H -0.79386 -2.56914 0.66557 -1.0 1.3 0.9
H 0.60023 2.79535 -1.33257 0.6 -1.6 1.8
H 1.36021 -1.27570 -0.62402 -0.9 -0.3 1.5
H -0.12400 -1.87002 2.03701 0.5 0.5 0.5
H -2.31588 -0.88223 -0.59909 -2.5 -2.4 -0.4
H 1.36205 0.40436 -2.03565 -1.0 0.2 1.2
H -0.40064 0.66047 -1.57400 1.6 -0.7 0.8
H 2.85770 3.37509 0.42356 -0.5 -0.4 -0.2
H -0.41502 0.36223 1.20130 -1.2 -0.2 -1.3
H -1.88144 -1.50945 1.93555 1.1 -0.1 -1.3
H 0.46175 2.19169 0.43272 0.1 -0.2 -0.7
H -3.00219 -2.40829 -0.50119 0.5 0.2 0.0
H 1.51616 -0.07209 0.82671 0.2 0.0 -1.0



[6]
11
Properties=species:S:1:pos:R:3:forces:R:3 method="wB97M-V/def2-TZVPD" total_energy_ev=-6288.839 homo_ha=-0.3642 gap_ha=0.3992 smiles=C#CCOC total_charge=0
O -0.40995 -0.23662 -0.62026 -0.2 1.3 -2.1
C -0.67972 -1.25385 2.52087 -0.9 -0.4 0.3
C -0.11218 -0.74753 1.58472 0.9 -0.3 -0.1
C -0.09420 0.66380 -1.68645 -0.6 1.4 -2.5
C 0.52186 -0.10548 0.38136 0.4 1.5 1.9
H -0.67847 0.24056 -2.66323 1.7 1.0 2.3
H -1.33034 -1.74414 3.28531 1.2 0.8 -1.1
H 1.53017 -0.41152 0.00382 -0.6 -0.5 0.8
H 1.10599 0.75102 -1.88330 -2.9 -0.3 0.4
H -0.54386 1.84189 -1.57335 1.3 -3.3 0.2
H 0.69071 1.00186 0.65051 -0.4 -1.2 -0.2



What did the second record say?
14
Properties=species:S:1:pos:R:3:forces:R:3 method="wB97M-V/def2-TZVPD" total_energy_ev=-6790.427 homo_ha="-0.4591 / -0.5329" gap_ha="0.2458 / 0.3177" total_charge=+1
N 1.78831 1.31074 -0.78896 -1.9 -0.8 1.0
C -0.88943 -0.91991 0.96036 -0.2 1.1 0.7
C 0.85598 0.81785 -0.26896 0.0 -0.4 0.0
C -0.53646 -1.95468 0.08362 -2.8 0.3 0.4
C -1.95678 -0.01388 1.18734 -2.0 -2.2 -0.5
C 2.69156 2.03561 -1.34563 4.3 0.3 -2.2
H 0.44010 -1.81127 -0.22618 2.3 -0.9 -0.1
H 3.57780 1.48783 -1.95336 -2.4 1.5 1.5
H 2.75415 3.10589 -1.09784 -0.1 -0.7 -0.3
H -3.02326 -0.48295 0.88552 2.3 1.2 0.1
H -1.17250 -1.85424 -0.79505 -0.3 -0.3 -0.4
H -0.94489 -2.81757 0.68048 1.0 -0.1 -0.5
H -2.06632 0.36947 2.18213 0.3 0.4 0.5
H -1.51826 0.72711 0.49653 -0.6 0.5 -0.2